Formula: H28O14
Source: the Open Molecules 2025 dataset
Level of theory: the ωB97M-V functional and the def2-TZVPD basis

Positions of all 42 atoms, in Å:
1 H 0.827 0.223 -0.047
2 H -0.622 -0.083 0.077
3 H -0.909 -2.643 -0.595
4 H -2.030 -3.359 -1.502
5 H -2.694 2.645 -2.675
6 H -2.865 3.523 -1.474
7 H -1.802 -2.534 1.656
8 H -2.191 -4.021 2.137
9 H 0.078 2.992 -0.623
10 H 1.356 3.082 0.007
11 H 3.530 0.537 0.938
12 H 3.373 0.296 2.438
13 H -2.203 2.908 2.989
14 H -2.832 4.218 3.454
15 H 4.009 -2.076 0.446
16 H 2.782 -2.592 1.130
17 H 3.485 -1.315 -1.777
18 H 4.882 -1.259 -1.183
19 H -3.038 0.009 -2.561
20 H -2.542 0.106 -1.043
21 H -4.049 -1.350 -0.268
22 H -4.726 -0.055 -0.531
23 H 4.468 3.327 -1.355
24 H 3.586 2.091 -1.502
25 H 0.640 0.219 -2.498
26 H 0.625 -0.924 -1.779
27 H 1.049 -1.926 2.117
28 H 0.400 -2.099 0.737
29 O 0.170 0.153 0.636
30 O -1.640 -2.487 -1.190
31 O -2.278 2.801 -1.739
32 O -2.138 -3.452 1.382
33 O 0.675 2.407 -0.281
34 O 3.537 0.973 1.757
35 O -3.066 3.255 3.314
36 O 3.336 -1.715 1.033
37 O 4.142 -1.846 -1.265
38 O -3.366 0.169 -1.640
39 O -4.849 -0.989 -0.503
40 O 4.347 2.383 -1.036
41 O 0.494 0.007 -1.614
42 O 0.311 -1.652 1.556

The calculated total energy comes out at -29114.047 eV. Its charge is 0. The calculation puts the LUMO energy at -0.01534 hartree. Its energy relative to the best compared isomer or geometry (same formula, charge and spin) is 7.604 eV. Its gap between HOMO and LUMO is 0.28365 Ha. The value obtained for the HOMO energy is -8.136 eV. The multiplicity is 1.

---

Formula: H28O14
Source: the Open Molecules 2025 dataset
Level of theory: the ωB97M-V functional and the def2-TZVPD basis

Positions of all 42 atoms, in Å:
1 H 1.253 -0.896 0.019
2 H -0.185 -0.490 -0.058
3 H 3.065 -1.184 1.975
4 H 4.272 -1.781 2.323
5 H -2.518 2.996 1.516
6 H -3.463 2.627 2.685
7 H -2.291 -1.402 0.406
8 H -3.632 -1.675 1.014
9 H -2.480 1.285 -2.782
10 H -2.390 0.589 -1.390
11 H -1.984 2.229 3.772
12 H -0.663 1.742 3.590
13 H 2.875 -0.019 -2.857
14 H 2.527 1.417 -3.177
15 H 0.696 -2.629 0.927
16 H -0.781 -2.913 0.758
17 H -1.567 -3.673 -2.161
18 H -1.917 -3.738 -3.741
19 H 0.532 0.517 2.524
20 H 1.312 -0.356 1.689
21 H 2.250 0.874 -0.743
22 H 3.074 1.957 -1.120
23 H -0.398 1.457 0.790
24 H -0.505 2.314 -0.471
25 H 2.121 2.249 1.191
26 H 1.334 3.132 0.223
27 H -0.131 -0.746 -2.669
28 H -0.009 -2.097 -1.877
29 O 0.622 -0.273 -0.513
30 O 3.607 -1.939 1.717
31 O -2.866 2.317 2.098
32 O -3.237 -1.467 0.186
33 O -3.004 0.973 -2.014
34 O -1.565 1.472 3.418
35 O 2.864 0.621 -3.626
36 O -0.075 -2.417 0.325
37 O -1.920 -4.244 -2.857
38 O 0.375 -0.069 1.721
39 O 3.097 1.147 -0.582
40 O -0.244 1.424 -0.186
41 O 1.508 2.164 0.488
42 O 0.442 -1.494 -2.531

The calculated total energy comes out at -29110.640 eV. Its charge is 0. The calculation puts the LUMO energy at -0.02338 hartree. Its energy relative to the best compared isomer or geometry (same formula, charge and spin) is 11.012 eV. Its gap between HOMO and LUMO is 0.29492 Ha. The value obtained for the HOMO energy is -8.661 eV. The multiplicity is 1.

---

Formula: H28O14
Source: the Open Molecules 2025 dataset
Level of theory: the ωB97M-V functional and the def2-TZVPD basis

Positions of all 42 atoms, in Å:
1 H -0.143 -0.124 -0.547
2 H 0.577 -0.930 -1.615
3 H -0.626 4.348 -1.792
4 H -1.595 4.721 -0.683
5 H 0.047 0.669 0.947
6 H -1.408 0.717 1.384
7 H 1.323 -2.645 0.171
8 H 2.335 -2.221 1.224
9 H -3.378 -2.552 1.540
10 H -3.650 -2.085 2.960
11 H -0.735 3.232 -3.469
12 H 0.147 2.168 -2.837
13 H -3.437 -0.040 -0.007
14 H -3.199 -1.206 -0.952
15 H 1.152 -3.987 -1.041
16 H 0.486 -4.884 -2.071
17 H 3.931 0.880 -0.759
18 H 3.882 2.384 -0.543
19 H 1.975 1.497 2.261
20 H 2.590 2.573 1.381
21 H 0.299 0.024 2.821
22 H 1.535 -0.708 3.317
23 H -1.342 -4.138 3.123
24 H -1.472 -4.013 1.614
25 H 3.016 2.028 -2.548
26 H 2.053 1.272 -1.648
27 H -2.128 1.922 -1.414
28 H -1.803 1.939 0.070
29 O -0.219 -0.928 -1.072
30 O -1.451 4.070 -1.380
31 O -0.598 0.207 1.495
32 O 1.999 -1.982 0.352
33 O -3.001 -2.557 2.427
34 O -0.773 2.367 -3.044
35 O -2.747 -0.469 -0.525
36 O 0.721 -3.965 -1.903
37 O 4.056 1.718 -1.218
38 O 1.949 1.853 1.366
39 O 0.646 -0.448 3.586
40 O -1.657 -4.613 2.345
41 O 2.133 1.642 -2.534
42 O -1.487 2.263 -0.780

The calculated total energy comes out at -29115.278 eV. Its charge is 0. The calculation puts the LUMO energy at -0.00955 hartree. Its energy relative to the best compared isomer or geometry (same formula, charge and spin) is 6.373 eV. Its gap between HOMO and LUMO is 0.29935 Ha. The value obtained for the HOMO energy is -8.406 eV. The multiplicity is 1.

---

Formula: H28O14
Source: the Open Molecules 2025 dataset
Level of theory: the ωB97M-V functional and the def2-TZVPD basis

Positions of all 42 atoms, in Å:
1 H -0.171 1.012 1.257
2 H -0.555 -0.244 0.733
3 H -1.830 2.466 -3.419
4 H -2.236 2.647 -4.823
5 H -3.372 1.957 0.670
6 H -2.084 1.510 -0.126
7 H 2.769 1.728 0.376
8 H 3.417 2.415 1.617
9 H -0.865 -1.449 -1.460
10 H 0.052 -2.116 -2.533
11 H 1.339 -4.175 0.054
12 H 2.455 -3.996 -0.872
13 H 2.564 -0.618 0.050
14 H 1.698 0.169 0.998
15 H -1.657 1.402 3.246
16 H -0.876 2.705 2.966
17 H 2.856 1.160 -1.917
18 H 3.556 -0.065 -1.332
19 H -3.034 -1.435 2.327
20 H -3.122 -0.268 1.387
21 H 1.277 0.432 -4.028
22 H 0.217 0.285 -2.937
23 H 0.996 3.974 0.349
24 H -0.351 3.729 0.154
25 H 2.092 -2.425 2.498
26 H 2.945 -2.488 3.870
27 H -3.863 -3.520 0.062
28 H -2.948 -3.614 1.086
29 O -0.604 0.633 0.463
30 O -2.650 2.668 -3.963
31 O -2.478 2.136 0.495
32 O 3.528 2.258 0.680
33 O -0.625 -1.475 -2.433
34 O 1.920 -4.691 -0.583
35 O 1.664 -0.571 0.317
36 O -1.135 2.115 3.709
37 O 2.854 0.570 -1.137
38 O -3.695 -0.865 1.908
39 O 0.722 -0.289 -3.558
40 O 0.421 3.222 0.111
41 O 2.067 -2.764 3.405
42 O -3.253 -4.126 0.333

The calculated total energy comes out at -29115.771 eV. Its charge is 0. The calculation puts the LUMO energy at -0.02057 hartree. Its energy relative to the best compared isomer or geometry (same formula, charge and spin) is 5.881 eV. Its gap between HOMO and LUMO is 0.37919 Ha. The value obtained for the HOMO energy is -10.878 eV. The multiplicity is 1.

---

Formula: H28O14
Source: the Open Molecules 2025 dataset
Level of theory: the ωB97M-V functional and the def2-TZVPD basis

Positions of all 42 atoms, in Å:
1 O -1.671 -2.929 2.065
2 H -2.288 -2.231 1.866
3 H -2.139 -3.550 2.640
4 O -0.048 -1.208 -2.983
5 H 0.539 -1.230 -3.787
6 H 0.472 -1.662 -2.317
7 O 1.514 2.507 1.876
8 H 1.378 1.628 2.274
9 H 1.162 2.493 1.023
10 O -1.816 1.615 3.291
11 H -1.864 2.243 4.050
12 H -1.553 2.165 2.531
13 O 0.774 -0.401 2.646
14 H 1.593 -0.869 2.541
15 H 0.349 -1.021 3.263
16 O 1.026 -2.411 -0.770
17 H 1.565 -2.421 0.003
18 H 0.324 -3.058 -0.619
19 O -2.602 -1.606 -1.341
20 H -1.977 -1.300 -0.742
21 H -2.176 -2.188 -1.952
22 O 3.030 -0.811 -2.490
23 H 2.554 -0.440 -1.775
24 H 2.707 -1.725 -2.786
25 O 1.493 1.471 -3.236
26 H 1.257 0.572 -2.991
27 H 2.411 1.352 -3.478
28 O -1.684 2.710 0.733
29 H -1.234 2.102 0.152
30 H -2.467 2.852 0.161
31 O -0.599 0.100 0.265
32 H -0.408 -0.217 1.119
33 H 0.181 0.026 -0.249
34 O 0.638 2.780 -1.050
35 H 1.121 3.626 -1.183
36 H 0.922 2.218 -1.770
37 O 1.939 0.193 -0.353
38 H 2.264 -0.309 0.395
39 H 2.586 0.888 -0.427
40 O -3.049 -0.817 1.475
41 H -2.443 -0.177 1.095
42 H -3.781 -0.959 0.835

The calculated total energy comes out at -29119.938 eV. Its charge is 0. The calculation puts the LUMO energy at -0.02050 hartree. Its energy relative to the best compared isomer or geometry (same formula, charge and spin) is 1.713 eV. Its gap between HOMO and LUMO is 0.35669 Ha. The value obtained for the HOMO energy is -10.264 eV. The multiplicity is 1.

---

Formula: H28O14
Source: the Open Molecules 2025 dataset
Level of theory: the ωB97M-V functional and the def2-TZVPD basis

Positions of all 42 atoms, in Å:
1 O -1.228 8.710 -20.919
2 H -0.972 9.396 -20.302
3 H -1.660 9.179 -21.633
4 O -4.071 8.766 -17.261
5 H -3.496 9.481 -16.988
6 H -4.565 9.124 -17.999
7 O -2.425 5.963 -14.082
8 H -3.194 6.469 -13.820
9 H -2.522 5.850 -15.027
10 O -7.083 7.651 -15.473
11 H -6.265 8.048 -15.773
12 H -7.567 8.373 -15.072
13 O 0.719 11.379 -18.210
14 H 1.156 12.203 -17.998
15 H 0.423 11.039 -17.366
16 O -4.111 12.809 -16.519
17 H -4.975 12.943 -16.131
18 H -4.252 12.907 -17.460
19 O -3.799 5.826 -20.891
20 H -3.222 6.587 -20.965
21 H -4.672 6.199 -20.763
22 O -6.942 7.851 -20.336
23 H -7.595 7.881 -19.637
24 H -7.397 7.443 -21.073
25 O -0.658 13.702 -14.595
26 H 0.013 13.173 -14.163
27 H -1.339 13.074 -14.838
28 O -6.156 11.681 -20.229
29 H -6.354 10.826 -20.612
30 H -6.058 12.264 -20.982
31 O -8.453 11.569 -17.291
32 H -7.953 11.658 -18.102
33 H -8.826 10.688 -17.335
34 O -3.427 11.040 -12.620
35 H -4.053 11.757 -12.522
36 H -3.296 10.963 -13.565
37 O -2.450 4.319 -17.752
38 H -2.894 4.832 -18.428
39 H -2.526 3.412 -18.051
40 O -0.024 9.514 -14.761
41 H 0.299 8.627 -14.602
42 H 0.536 10.073 -14.222

The calculated total energy comes out at -29119.235 eV. Its charge is 0. The calculation puts the LUMO energy at -0.01391 hartree. Its energy relative to the best compared isomer or geometry (same formula, charge and spin) is 2.416 eV. Its gap between HOMO and LUMO is 0.38864 Ha. The value obtained for the HOMO energy is -10.954 eV. The multiplicity is 1.

---

Formula: H28O18S
Source: the Open Molecules 2025 dataset
Level of theory: the ωB97M-V functional and the def2-TZVPD basis

Positions of all 47 atoms, in Å:
1 S 57.060 10.401 28.799
2 O 56.727 9.204 28.082
3 O 55.937 10.729 29.653
4 O 58.251 10.255 29.588
5 O 57.272 11.433 27.911
6 O 56.396 13.250 31.145
7 H 56.781 13.822 30.420
8 H 56.506 12.392 30.835
9 O 55.602 13.550 27.930
10 H 55.877 14.002 27.095
11 H 56.405 12.932 28.030
12 O 57.084 6.946 27.281
13 H 56.794 6.775 26.375
14 H 56.976 7.875 27.719
15 O 59.768 11.053 28.799
16 H 59.387 11.855 28.456
17 H 58.821 11.104 29.189
18 O 56.317 9.166 31.964
19 H 56.979 8.733 31.581
20 H 56.095 9.685 31.215
21 O 58.365 13.239 27.592
22 H 57.774 12.548 27.707
23 H 58.922 12.931 26.836
24 O 60.741 8.934 30.209
25 H 60.189 9.734 29.866
26 H 61.059 9.144 31.039
27 O 57.966 8.124 30.824
28 H 58.125 8.999 30.304
29 H 58.761 8.303 31.233
30 O 53.826 11.057 30.839
31 H 53.187 11.841 30.688
32 H 54.510 11.147 30.049
33 O 60.059 9.462 26.617
34 H 61.007 9.517 26.392
35 H 60.078 9.904 27.612
36 O 56.752 11.710 25.378
37 H 56.753 11.565 26.301
38 H 57.261 10.979 24.967
39 O 55.590 7.095 29.149
40 H 56.047 7.855 28.621
41 H 56.221 6.343 29.575
42 O 55.517 9.746 25.891
43 H 56.117 9.506 26.639
44 H 55.914 10.710 25.612
45 O 58.184 11.400 31.886
46 H 58.726 12.124 31.538
47 H 57.812 11.037 31.021

The calculated total energy comes out at -48137.588 eV. Its charge is -2. The calculation puts the LUMO energy at 0.17895 hartree. Its energy relative to the best compared isomer or geometry (same formula, charge and spin) is 14.007 eV. Its gap between HOMO and LUMO is 0.28748 Ha. The value obtained for the HOMO energy is -2.953 eV. The multiplicity is 1.

---

Formula: H29O14
Source: the Open Molecules 2025 dataset
Level of theory: the ωB97M-V functional and the def2-TZVPD basis

Positions of all 43 atoms, in Å:
1 O -0.226 -0.520 0.486
2 H -0.599 -1.194 -0.112
3 O -2.117 3.817 -0.423
4 H -2.101 4.826 -0.436
5 H -2.271 3.440 0.459
6 O 1.604 -2.141 1.582
7 H 1.123 0.614 1.772
8 H 1.582 -2.952 2.146
9 O -0.544 -1.113 -4.808
10 H -1.348 -1.401 -5.220
11 H 0.191 -1.134 -5.377
12 O 2.439 0.163 -3.576
13 H 1.891 -0.690 -3.524
14 H 2.334 0.403 -4.501
15 O -3.240 -0.121 -0.774
16 H -4.182 -0.426 -0.733
17 H -3.032 0.023 0.161
18 O 1.373 1.448 -1.406
19 H 0.431 1.477 -1.788
20 H 1.771 1.904 -2.136
21 O -2.444 -3.344 -0.599
22 H -2.655 -4.157 -0.215
23 H -2.795 -2.578 -0.156
24 O 3.760 -2.433 -0.059
25 H 3.818 -2.345 -1.015
26 H 2.814 -2.695 0.097
27 O 0.080 3.628 0.896
28 H -0.715 4.120 0.775
29 H 0.478 3.799 1.850
30 O 1.769 1.420 1.637
31 H 0.756 -1.739 1.574
32 H 3.747 0.370 0.525
33 O 3.970 0.277 1.554
34 H 3.938 -0.702 1.289
35 H 2.814 0.909 1.638
36 O -3.871 -0.179 2.142
37 H -3.300 0.225 2.770
38 H -4.042 -1.136 2.214
39 O -1.480 -0.839 3.112
40 H -0.703 -0.748 2.521
41 H -1.256 -0.461 3.990
42 H -0.922 0.116 0.573
43 H 1.160 2.066 1.097

The calculated total energy comes out at -29130.362 eV. Its charge is 0. The expectation value of S² is 0.751. The calculation puts the LUMO energy (spin up / spin down) at 0.00652 / -0.00085 hartree. Its energy relative to the best compared isomer or geometry (same formula, charge and spin) is 0.856 eV. Its gap between HOMO and LUMO (spin up / spin down) is 0.11884 / 0.39249 Ha. The value obtained for the HOMO energy (spin up / spin down) is -3.056 / -10.703 eV. The multiplicity is 2.

---

So what do the calculations give for F_max? Going down the list: 5.01, 7.29, 6.33, 5.24, 4.20, 0.47, 8.85, 5.01 eV Å⁻¹.